Computed, not measured: a gas-phase ion, C5H11N2S (charge +1) at a distorted geometry, with wB97M-V/def2-TZVPD.

The strongest force on any atom comes out at 0.08961 Eh/bohr. The orbital gap comes out at 7.261 eV. For the relative energy (zero: lowest compared OMol25 entry of this formula, charge and spin), the calculation gives 211.2 kJ/mol. For the LUMO energy, the calculation gives -0.168 Eh. Its net charge is +1.

Geometry as XYZ:
```
19
C5H11N2S wB97M-V/def2-TZVPD
C 0.39 0.84 -0.52
C 1.48 1.77 -0.62
C -2.19 -0.89 -0.16
C -0.92 -2.63 1.39
C -1.05 -1.35 0.67
N 1.42 2.75 -1.47
N 2.59 1.51 0.02
S 0.41 -0.50 0.64
H -0.49 1.31 -0.75
H -3.00 -0.68 0.63
H -2.71 -1.73 -0.65
H -2.10 -0.05 -0.77
H -0.30 -2.47 2.30
H -0.59 -3.44 0.78
H -1.89 -2.85 1.70
H 0.53 2.94 -1.87
H 2.28 3.09 -1.71
H 2.63 0.77 0.68
H 3.52 1.62 -0.29
```

=====

Computed, not measured: a molecular structure, C58H69AsF3N5O2P2Sn at a distorted geometry, with wB97M-V/def2-TZVPD.

The strongest force on any atom comes out at 0.02351 Eh/bohr. The orbital gap comes out at 6.051 eV. For the relative energy (zero: lowest compared OMol25 entry of this formula, charge and spin), the calculation gives 0.0 kJ/mol. For the LUMO energy, the calculation gives -0.191 Eh. Its net charge is +2.

Geometry as XYZ:
```
141
C58H69AsF3N5O2P2Sn wB97M-V/def2-TZVPD
Sn 0.84 0.06 0.02
C 0.85 -4.94 3.26
C 0.43 -3.48 3.43
C 1.20 -2.83 4.58
C -1.08 -3.40 3.69
N 0.82 -2.78 2.18
N 0.17 -1.52 1.99
H 0.73 -5.47 4.21
H 1.89 -5.00 2.96
H 0.24 -5.44 2.52
H 0.95 -3.31 5.52
H 0.95 -1.77 4.68
H 2.26 -2.92 4.41
H -1.35 -4.11 4.48
H -1.66 -3.67 2.81
H -1.39 -2.42 4.05
H 0.62 -3.36 1.37
H 0.46 -0.94 2.78
H -0.85 -1.62 2.04
C -2.38 1.06 2.63
P -3.50 0.76 1.23
C -3.80 2.31 0.34
C -2.65 3.05 0.03
C -2.76 4.27 -0.62
C -4.01 4.76 -0.97
C -5.15 4.02 -0.68
C -5.05 2.80 -0.03
C -4.91 -0.33 1.53
C -6.17 0.15 1.85
C -7.20 -0.74 2.10
C -6.98 -2.11 2.06
C -5.71 -2.59 1.77
C -4.68 -1.71 1.49
P -2.88 1.87 4.27
C -4.34 2.82 3.72
C -5.65 2.48 4.06
C -6.70 3.29 3.66
C -6.46 4.44 2.94
C -5.16 4.80 2.62
C -4.11 4.01 3.02
C -3.70 0.48 5.13
C -4.14 0.81 6.42
C -4.76 -0.14 7.21
C -4.93 -1.43 6.74
C -4.49 -1.76 5.47
C -3.88 -0.81 4.67
H -1.60 1.70 2.21
H -1.92 0.11 2.89
H -1.67 2.66 0.28
H -1.88 4.83 -0.86
H -4.10 5.71 -1.45
H -6.12 4.38 -0.97
H -5.94 2.24 0.18
H -6.34 1.21 1.95
H -8.18 -0.37 2.34
H -7.78 -2.80 2.27
H -5.53 -3.65 1.78
H -3.70 -2.10 1.26
H -5.84 1.59 4.64
H -7.71 3.01 3.93
H -7.29 5.07 2.64
H -4.97 5.72 2.08
H -3.09 4.31 2.82
H -3.98 1.82 6.78
H -5.09 0.13 8.20
H -5.41 -2.17 7.36
H -4.62 -2.77 5.10
H -3.55 -1.10 3.68
C 6.06 2.31 -4.99
C 4.82 1.71 -5.55
C 4.29 0.48 -4.88
C 3.11 -1.30 -4.93
C 2.28 0.63 -6.37
N 1.24 -0.03 -7.03
C 0.19 -0.78 -6.62
O -0.38 -1.57 -7.34
N -0.21 -0.64 -5.28
C -0.21 0.47 -4.49
C -0.05 1.79 -4.94
C 0.03 2.80 -4.00
C -0.05 2.50 -2.66
N -0.26 1.26 -2.22
C -0.37 0.29 -3.11
C 2.94 1.58 -7.06
C 4.13 2.23 -6.57
H 5.91 2.54 -3.93
H 6.32 3.23 -5.51
H 6.89 1.62 -5.06
H 4.60 0.47 -3.84
H 2.47 -1.98 -5.50
H 1.34 -0.07 -8.04
H -0.70 -1.45 -4.94
H 0.01 2.01 -6.00
H 0.16 3.82 -4.32
H 0.05 3.26 -1.90
H -0.54 -0.71 -2.74
H 2.58 1.87 -8.04
H 4.47 3.11 -7.09
F 7.72 -2.75 -5.68
C 6.91 -1.70 -5.85
F 6.70 -1.55 -7.17
F 7.61 -0.61 -5.46
C 5.63 -1.80 -5.08
C 4.50 -0.94 -5.50
C 2.77 0.20 -5.00
C 3.26 -1.83 -3.51
C 4.36 -2.53 -3.17
C 5.52 -2.61 -4.01
C 2.33 -1.52 -2.50
C 1.71 -1.20 -1.49
H 4.47 -0.87 -6.59
H 2.15 0.59 -4.19
H 4.43 -2.98 -2.19
H 6.33 -3.26 -3.72
C -2.86 -0.58 -0.96
O -2.47 -0.08 0.33
H -3.90 -0.91 -0.96
H -2.21 -1.43 -1.16
H -2.71 0.18 -1.72
C 4.21 -3.18 1.21
C 4.31 -1.97 2.12
As 3.43 -0.39 1.34
C 4.72 0.16 -0.05
C 6.13 0.47 0.40
C 3.65 0.99 2.77
C 4.76 0.74 3.78
H 4.67 -4.05 1.68
H 4.72 -3.00 0.27
H 3.16 -3.41 1.01
H 5.36 -1.72 2.32
H 3.83 -2.18 3.08
H 4.29 1.04 -0.55
H 4.72 -0.64 -0.79
H 6.15 1.32 1.09
H 6.76 0.72 -0.45
H 6.59 -0.39 0.90
H 2.69 1.05 3.30
H 3.80 1.95 2.26
H 4.58 -0.18 4.33
H 4.79 1.56 4.50
H 5.73 0.68 3.30
```

=====

Computed, not measured: a single C18H22BrN3O3S2 molecule at a distorted geometry, with wB97M-V/def2-TZVPD.

The strongest force on any atom comes out at 0.02003 Eh/bohr. The orbital gap comes out at 7.823 eV. As for the SMILES: Cc1ccc(N2CCN(C(=O)CNS(=O)(=O)c3ccc(Br)s3)C[C@H]2C)cc1. For the relative energy (zero: lowest compared OMol25 entry of this formula, charge and spin), the calculation gives 5.9 kJ/mol. For the LUMO energy, the calculation gives 0.013 Eh. Its net charge is 0.

Geometry as XYZ:
```
49
C18H22BrN3O3S2 wB97M-V/def2-TZVPD
C -0.52 -4.43 0.38
C -1.07 -3.05 0.53
C -0.80 -2.29 1.66
C -1.25 -0.99 1.76
C -1.97 -0.39 0.73
N -2.39 0.94 0.88
C -3.38 1.49 -0.01
C -2.77 2.00 -1.34
N -1.35 2.24 -1.11
C -0.46 1.45 -1.75
O -0.76 0.73 -2.69
C 1.01 1.53 -1.33
N 1.67 0.32 -1.74
S 1.93 -0.80 -0.53
O 1.55 -2.11 -0.96
O 1.48 -0.28 0.72
C 3.71 -0.77 -0.48
C 4.59 -1.67 -1.00
C 5.93 -1.29 -0.80
C 6.02 -0.11 -0.13
Br 7.60 0.77 0.35
S 4.48 0.56 0.28
C -1.12 2.90 0.15
C -1.39 1.91 1.30
C -1.83 2.65 2.57
C -2.29 -1.17 -0.38
C -1.84 -2.47 -0.47
H -1.21 -5.07 -0.18
H 0.42 -4.38 -0.17
H -0.32 -4.89 1.35
H -0.22 -2.71 2.46
H -1.02 -0.42 2.66
H -4.14 0.73 -0.20
H -3.87 2.32 0.51
H -3.24 2.93 -1.66
H -2.85 1.27 -2.14
H 1.49 2.39 -1.82
H 1.12 1.61 -0.25
H 1.16 -0.10 -2.51
H 4.27 -2.56 -1.51
H 6.78 -1.86 -1.13
H -1.82 3.75 0.20
H -0.11 3.30 0.20
H -0.47 1.36 1.52
H -1.06 3.36 2.87
H -2.76 3.19 2.40
H -1.99 1.94 3.37
H -2.86 -0.77 -1.20
H -2.07 -3.05 -1.36
```

=====

Computed, not measured: 3 unconnected molecules or ions with the total composition C41H59FN2O6 at a distorted geometry, with wB97M-V/def2-TZVPD.

The strongest force on any atom comes out at 0.03490 Eh/bohr. The orbital gap comes out at 9.152 eV. As for the SMILES: CCCCCCCCCCCCCCCCCCC(=O)O[C@H](CCCF)c1ccccc1.O=[N+]([O-])c1ccccc1.O=[N+]([O-])c1ccccc1. For the LUMO energy, the calculation gives -0.018 Eh. Its net charge is 0.

Geometry as XYZ:
```
109
C41H59FN2O6 wB97M-V/def2-TZVPD
C 0.45 -11.46 1.03
C 0.65 -10.52 -0.20
C -0.73 -10.03 -0.70
C -0.63 -8.61 -1.33
C -2.04 -7.97 -1.32
C -2.44 -7.32 0.01
C -1.43 -6.32 0.58
C -1.01 -5.20 -0.40
C -2.01 -4.02 -0.48
C -1.43 -2.67 -0.01
C -2.39 -1.86 0.91
C -2.66 -0.43 0.43
C -1.73 0.63 1.02
C -2.01 2.05 0.45
C -0.75 2.78 -0.05
C -0.21 3.82 0.93
C 0.91 4.69 0.35
C 2.11 3.88 -0.23
C 2.66 2.93 0.79
O 2.13 1.90 1.15
O 3.87 3.32 1.37
C 4.94 2.38 1.13
C 6.25 3.04 1.55
C 6.32 3.08 3.10
C 5.59 4.29 3.70
F 4.65 3.85 4.64
C 4.91 1.92 -0.32
C 4.57 0.61 -0.57
C 4.47 0.11 -1.84
C 4.72 0.93 -2.91
C 5.07 2.23 -2.66
C 5.17 2.75 -1.40
H 0.75 -10.89 1.92
H -0.61 -11.71 1.14
H 1.08 -12.35 0.94
H 1.20 -9.63 0.11
H 1.18 -11.06 -0.99
H -1.44 -9.94 0.12
H -1.17 -10.71 -1.44
H -0.33 -8.73 -2.37
H 0.08 -7.99 -0.77
H -2.13 -7.30 -2.18
H -2.75 -8.79 -1.50
H -2.54 -8.12 0.75
H -3.43 -6.86 -0.07
H -0.53 -6.81 0.97
H -1.90 -5.84 1.44
H -0.82 -5.65 -1.38
H -0.05 -4.81 -0.06
H -2.91 -4.29 0.09
H -2.28 -3.90 -1.53
H -0.53 -2.87 0.59
H -1.10 -2.08 -0.87
H -3.35 -2.39 0.86
H -2.09 -1.90 1.96
H -2.69 -0.35 -0.66
H -3.68 -0.17 0.76
H -0.66 0.40 0.91
H -1.97 0.69 2.09
H -2.69 1.95 -0.41
H -2.51 2.68 1.19
H 0.02 2.07 -0.37
H -1.04 3.34 -0.96
H -1.01 4.48 1.29
H 0.16 3.29 1.82
H 1.32 5.30 1.16
H 0.49 5.35 -0.42
H 2.85 4.62 -0.55
H 1.79 3.36 -1.14
H 4.78 1.50 1.77
H 6.24 4.07 1.19
H 7.13 2.53 1.15
H 7.35 3.08 3.47
H 5.83 2.19 3.52
H 6.27 4.94 4.25
H 5.01 4.83 2.95
H 4.35 -0.04 0.27
H 4.17 -0.93 -1.98
H 4.62 0.54 -3.92
H 5.27 2.90 -3.50
H 5.41 3.79 -1.23
O -3.31 -0.47 -2.63
N -3.41 -0.03 -3.76
O -4.26 -0.36 -4.56
C -2.42 0.96 -4.19
C -1.41 1.33 -3.31
C -0.46 2.25 -3.72
C -0.53 2.80 -5.00
C -1.56 2.43 -5.86
C -2.51 1.50 -5.46
H -1.35 0.91 -2.32
H 0.33 2.54 -3.05
H 0.21 3.52 -5.32
H -1.61 2.86 -6.85
H -3.30 1.21 -6.13
O -1.74 8.23 1.01
N -2.90 7.88 1.02
O -3.62 7.83 0.04
C -3.48 7.50 2.32
C -2.70 7.58 3.46
C -3.26 7.23 4.68
C -4.58 6.81 4.75
C -5.34 6.72 3.59
C -4.79 7.07 2.37
H -1.67 7.91 3.40
H -2.66 7.30 5.58
H -5.01 6.55 5.70
H -6.37 6.39 3.65
H -5.39 7.00 1.47
```

=====

Computed, not measured: a molecular structure, C33H40GeN6S2Sc at a distorted geometry, with wB97M-V/def2-TZVPD.

The strongest force on any atom comes out at 0.02322 Eh/bohr. The orbital gap comes out at 3.673 eV. For the relative energy (zero: lowest compared OMol25 entry of this formula, charge and spin), the calculation gives 4.4 kJ/mol. For the LUMO energy, the calculation gives 0.067 Eh. Its net charge is -1.

Geometry as XYZ:
```
83
C33H40GeN6S2Sc wB97M-V/def2-TZVPD
Sc -0.23 -1.22 1.73
C -1.30 -0.22 4.93
C -0.50 -1.50 5.13
N -0.24 -2.17 3.86
C 0.81 -3.21 3.91
C 2.14 -2.65 3.43
N 1.98 -2.14 2.07
C 3.22 -1.58 1.53
C 3.12 -1.19 0.06
C 2.30 0.07 -0.22
N 0.88 -0.19 -0.08
C 0.24 2.08 0.72
C 0.49 1.70 2.19
N -0.54 0.86 2.80
C -0.51 0.90 4.26
H -1.64 0.13 5.91
H -2.21 -0.45 4.36
H -1.04 -2.17 5.80
H 0.46 -1.25 5.60
H -1.10 -2.66 3.57
H 0.50 -4.03 3.26
H 0.89 -3.63 4.92
H 2.91 -3.43 3.49
H 2.46 -1.82 4.07
H 1.64 -2.89 1.45
H 4.04 -2.30 1.66
H 3.48 -0.70 2.13
H 2.71 -2.02 -0.52
H 4.13 -1.02 -0.31
H 2.55 0.45 -1.22
H 2.59 0.85 0.49
H 0.58 -1.00 -0.63
H -0.60 2.78 0.66
H 1.13 2.65 0.41
H 0.71 2.62 2.76
H 1.43 1.13 2.25
H -1.47 1.09 2.45
H -0.86 1.89 4.61
H 0.54 0.83 4.56
S -2.66 -1.19 1.08
C -1.67 -2.69 1.34
S -0.51 -3.15 0.04
C -2.22 -3.74 2.25
C -3.08 -3.39 3.30
N -3.72 -3.08 4.22
C -1.69 -5.04 2.28
N -1.25 -6.12 2.32
C -0.05 0.94 -0.25
Ge -0.39 1.41 -2.18
C 0.97 0.47 -3.23
C 2.06 1.17 -3.75
C 3.10 0.49 -4.38
C 3.07 -0.89 -4.49
C 1.98 -1.59 -3.98
C 0.94 -0.92 -3.36
C -2.17 0.74 -2.59
C -3.17 1.57 -3.11
C -4.44 1.08 -3.36
C -4.74 -0.25 -3.06
C -3.77 -1.07 -2.51
C -2.50 -0.58 -2.27
C -0.26 3.28 -2.77
C 0.19 4.36 -2.00
C 0.32 5.63 -2.54
C 0.02 5.85 -3.88
C -0.42 4.80 -4.66
C -0.55 3.53 -4.11
H -1.04 0.52 0.00
H 2.10 2.25 -3.67
H 3.94 1.05 -4.79
H 3.88 -1.42 -4.97
H 1.95 -2.67 -4.06
H 0.11 -1.49 -2.97
H -2.96 2.61 -3.33
H -5.20 1.73 -3.76
H -5.74 -0.63 -3.24
H -4.00 -2.09 -2.23
H -1.79 -1.24 -1.78
H 0.43 4.22 -0.96
H 0.67 6.44 -1.92
H 0.13 6.84 -4.30
H -0.65 4.95 -5.71
H -0.88 2.71 -4.75
```

=====

Computed, not measured: a single C22H26FN3O molecule, with wB97M-V/def2-TZVPD.

The strongest force on any atom comes out at 0.01076 Eh/bohr. The orbital gap comes out at 8.815 eV. As for the SMILES: O=C(CCN1CCN(C/C=C/c2ccccc2)CC1)Nc1cccc(F)c1. For the LUMO energy, the calculation gives 0.016 Eh. Its net charge is 0.

Geometry as XYZ:
```
53
C22H26FN3O wB97M-V/def2-TZVPD
O 3.88 3.11 -0.30
C 3.03 2.26 -0.42
C 1.60 2.60 -0.85
C 0.51 1.90 -0.04
N 0.51 0.45 -0.23
C -0.09 0.05 -1.49
C 0.09 -1.47 -1.67
N -0.43 -2.27 -0.59
C -1.82 -2.67 -0.68
C -2.84 -1.56 -0.69
C -3.55 -1.20 0.38
C -4.51 -0.11 0.46
C -5.30 0.01 1.61
C -6.22 1.03 1.74
C -6.37 1.96 0.73
C -5.59 1.86 -0.42
C -4.67 0.84 -0.55
C 0.03 -1.76 0.68
C -0.15 -0.25 0.87
N 3.21 0.93 -0.24
C 4.36 0.24 0.11
C 4.27 -1.14 0.28
C 5.38 -1.89 0.62
C 6.61 -1.28 0.81
C 6.68 0.09 0.64
F 7.87 0.71 0.82
C 5.59 0.87 0.30
H 1.49 3.68 -0.75
H 1.51 2.36 -1.91
H 0.68 2.10 1.02
H -0.47 2.33 -0.31
H -1.16 0.31 -1.51
H 0.41 0.56 -2.31
H 1.17 -1.67 -1.74
H -0.37 -1.78 -2.61
H -2.01 -3.33 0.17
H -1.92 -3.25 -1.60
H -2.96 -1.05 -1.63
H -3.42 -1.76 1.30
H -5.18 -0.71 2.41
H -6.82 1.10 2.63
H -7.09 2.76 0.82
H -5.71 2.59 -1.21
H -4.07 0.79 -1.44
H 1.10 -1.99 0.76
H -0.49 -2.29 1.49
H -1.22 0.01 0.91
H 0.32 0.06 1.81
H 2.34 0.37 -0.29
H 3.32 -1.63 0.13
H 5.29 -2.96 0.75
H 7.49 -1.84 1.08
H 5.69 1.93 0.17
```

=====

Computed, not measured: a molecular structure, C10H16AuN3O2SSe4 at a distorted geometry, with wB97M-V/def2-TZVPD.

The strongest force on any atom comes out at 0.03818 Eh/bohr. The orbital gap (alpha / beta) comes out at 5.641 / 4.493 eV. For the relative energy (zero: lowest compared OMol25 entry of this formula, charge and spin), the calculation gives 210.8 kJ/mol. For the LUMO energy (alpha / beta), the calculation gives 0.087 / 0.046 Eh. As for the multiplicity: 2. Its net charge is -1.

Geometry as XYZ:
```
37
C10H16AuN3O2SSe4 wB97M-V/def2-TZVPD
Au -0.94 1.67 -0.75
O 1.44 1.79 -0.67
N 1.82 2.76 0.13
C 2.96 2.57 0.84
C 3.49 3.53 1.65
C 2.81 4.75 1.78
C 1.64 4.93 1.10
C 1.09 3.94 0.25
S -0.36 4.15 -0.61
H 3.40 1.60 0.69
H 4.42 3.33 2.17
H 3.20 5.54 2.41
H 1.07 5.85 1.18
Se -3.36 1.72 -1.31
Se -4.05 1.27 1.12
Se -2.50 1.12 2.83
Se -0.42 0.90 2.08
C -3.15 -2.06 -1.35
N -1.89 -2.71 -1.06
C -1.66 -3.89 -1.88
C -0.80 -1.81 -0.99
O -0.81 -0.73 -1.55
N 0.26 -2.25 -0.24
C 0.22 -3.43 0.60
C 1.45 -1.43 -0.12
H -3.95 -2.80 -1.28
H -3.17 -1.59 -2.34
H -3.34 -1.27 -0.62
H -1.83 -3.67 -2.94
H -2.34 -4.69 -1.58
H -0.63 -4.24 -1.77
H -0.80 -3.77 0.72
H 0.62 -3.17 1.59
H 0.83 -4.24 0.19
H 1.36 -0.55 -0.74
H 2.33 -2.01 -0.43
H 1.58 -1.11 0.91
```